# 1
DFT (ωB97M-V/def2-TZVPD) results for a cluster of 2 separate species, C3H11N2O in total at a distorted geometry.

Properties
- Max |F|: 1.8 eV/A
- HOMO level: -0.5239 Eh
- Total charge: +1
- LUMO: -3.705 eV

Structure (XYZ):
```
17
Properties=species:S:1:pos:R:3:forces:R:3
C -1.4751 1.3632 -0.8166 -0.66 0.89 -1.17
C -0.4927 0.9245 0.2244 0.71 0.00 -0.22
N -0.9429 -0.2631 0.9599 0.16 0.50 0.76
C -0.2815 -1.3917 1.0056 -0.37 1.59 -0.79
N -0.8896 -2.5070 1.3537 1.65 -0.53 0.37
H -2.3970 1.8458 -0.4574 0.47 -0.11 0.42
H -0.9465 2.1265 -1.4008 -0.24 -0.03 0.02
H -1.8401 0.6360 -1.5442 0.47 -0.42 0.22
H 0.4782 0.6702 -0.2106 -0.20 -0.21 -0.28
H -0.2374 1.7989 0.8252 -0.39 -0.36 0.73
H -1.7482 -0.1607 1.5638 -0.36 -0.08 -0.37
H 0.7721 -1.2371 0.6522 -0.89 -1.29 0.40
H -1.8752 -2.6055 1.5331 -0.10 0.34 0.04
H -0.2989 -3.2757 1.6324 -0.16 -0.26 -0.17
H 3.9392 1.2197 -2.3224 -0.26 0.07 -0.13
H 4.5484 0.3011 -1.3254 -0.06 -0.20 0.17
O 3.6869 0.5550 -1.6730 0.25 0.11 0.01
```
Positions in Å, forces in eV/Å.

These are the Mulliken partial charges, in e, on atoms 1 to 2: -1.1490, -0.1691



# 2
DFT (ωB97M-V/def2-TZVPD) results for a cluster of 2 separate species, C3H11N2O in total at a distorted geometry.

Properties
- Max |F|: 2.2 eV/A
- HOMO level: -0.4882 Eh
- Total charge: +1
- LUMO: -3.516 eV

Structure (XYZ):
```
17
Properties=species:S:1:pos:R:3:forces:R:3
C 1.9282 -1.0675 -0.4886 1.31 -0.02 -1.81
C 0.6802 -0.3366 -0.8464 -0.48 0.80 1.06
C 0.3210 0.7975 -0.1871 0.27 -0.73 -1.16
N -1.1385 1.1266 -0.1203 1.53 0.12 -0.99
N -0.2394 -0.9276 -1.7023 0.36 -0.41 0.18
H 2.6889 -1.0048 -1.2862 -0.29 0.41 -0.13
H 1.7782 -2.1489 -0.5361 -0.38 0.04 0.77
H 2.4626 -0.7055 0.3812 -0.50 -0.19 0.38
H 0.9866 1.5896 0.1096 -0.01 -0.27 0.77
H -1.2407 2.1189 -0.2865 -0.54 0.39 0.44
H -1.3820 0.8205 0.8111 -0.79 0.57 0.18
H -1.6502 0.6292 -0.8470 -0.21 -0.25 0.28
H -0.5662 -0.3443 -2.4540 -0.07 0.30 -0.11
H 0.1101 -1.7740 -2.1125 -0.09 -0.50 0.00
H -1.6382 0.1258 2.4392 -0.74 -0.97 0.37
H -1.8029 0.4824 3.9549 -0.84 -0.41 0.62
O -1.2976 0.6189 3.1712 1.48 1.12 -0.87
```
Positions in Å, forces in eV/Å.

These are the Mulliken partial charges, in e, on atoms 1 to 2: -1.3656, 0.9956



# 3
DFT (ωB97M-V/def2-TZVPD) results for a cluster of 4 separate species, C3H11N2O3 in total at a distorted geometry.

Properties
- Max |F|: 7.1 eV/A
- HOMO level: -0.4895 Eh
- Total charge: +1
- LUMO: -3.393 eV

Structure (XYZ):
```
19
Properties=species:S:1:pos:R:3:forces:R:3
C 0.0282 0.3200 0.9010 1.11 -0.47 0.38
C 0.2415 1.5308 0.2803 -3.51 -3.38 0.75
N -1.0029 1.8330 -0.2986 0.99 -2.34 2.32
C -1.8970 0.8918 -0.0188 -0.63 -2.57 -0.83
N -1.3253 -0.0833 0.7518 2.78 3.31 -1.35
H 0.8823 -0.3067 1.3399 -1.98 0.95 -0.31
H 1.1260 2.0408 0.3572 1.60 1.69 -0.51
H -1.1906 2.4765 -0.9782 -0.39 2.28 -1.94
H -2.7800 0.6365 -0.6856 0.84 0.99 1.49
H -1.6853 -0.8921 1.2031 -0.80 -0.47 0.00
H -4.0009 0.4195 3.6297 0.19 0.22 -0.45
H -3.0254 1.5467 3.9274 -0.54 -0.87 -1.59
O -3.3762 1.0003 3.1573 0.40 0.59 1.96
H 5.5017 -4.1148 -1.5818 -0.03 -0.97 -0.78
H 5.5740 -3.8783 -0.0125 -0.02 1.91 -3.88
O 5.5555 -3.3899 -0.9833 0.04 -0.94 4.66
H 0.7692 -0.6711 -3.5749 3.73 -5.21 -1.63
H 0.3220 0.6186 -4.0345 0.33 3.15 -3.75
O 0.2833 0.0217 -3.3796 -4.10 2.12 5.45
```
Positions in Å, forces in eV/Å.

These are the Mulliken partial charges, in e, on atoms 1 to 2: -0.1385, -0.3029



# 4
DFT (ωB97M-V/def2-TZVPD) results for a cluster of 2 separate species, C3H11N2OP in total at a distorted geometry.

Properties
- Max |F|: 3.2 eV/A
- HOMO level (alpha / beta): -0.3277 / -0.2934 Eh
- LUMO (alpha / beta): -0.626 / -0.024 eV

Structure (XYZ):
```
18
Properties=species:S:1:pos:R:3:forces:R:3
C -2.2743 -1.0099 -0.5548 1.01 -1.28 2.74
C 2.9035 -0.7096 0.6506 1.98 -0.31 0.10
C -1.1620 2.5826 0.0976 -0.97 -0.31 1.72
N -0.7714 -1.1791 -0.7312 -1.52 1.76 1.36
N 1.7279 -0.4187 -0.1685 -0.57 0.61 -1.39
O 0.0900 -0.7565 1.7137 -0.75 0.13 1.33
P 0.1169 -0.2024 0.3607 1.53 -0.54 -0.59
H -2.6124 -1.8764 -1.0468 -1.04 -0.96 -0.56
H -2.5156 -1.1497 0.5663 0.58 0.10 -1.71
H -2.8649 -0.1607 -0.8465 0.59 0.89 -0.65
H 3.4080 0.2970 1.0131 -0.83 -2.21 -0.46
H 2.6120 -1.3891 1.5158 0.32 1.22 -1.04
H 3.7411 -1.3497 0.0150 -2.22 1.76 1.42
H -2.2242 2.4705 0.4805 1.62 -0.02 -0.29
H -0.5021 3.2819 0.6359 -0.36 -0.66 -0.22
H -1.0905 2.5754 -0.9494 0.23 -0.04 -1.24
H -0.5173 -1.0143 -1.6734 0.36 0.11 -1.18
H 1.9353 0.0086 -1.0786 0.05 -0.25 0.66
```
Positions in Å, forces in eV/Å.

These are the Mulliken partial charges, in e, on atoms 1 to 2: -0.8698, -0.6692



# 5
DFT (ωB97M-V/def2-TZVPD) results for a cluster of 2 separate species, C3H11N2S in total at a distorted geometry.

Properties
- Max |F|: 8.3 eV/A
- HOMO level (alpha / beta): -0.5352 / -0.5351 Eh
- Total charge: +1
- LUMO (alpha / beta): -7.461 / -7.461 eV

Structure (XYZ):
```
17
Properties=species:S:1:pos:R:3:forces:R:3
C -0.8863 -2.2963 -0.1952 2.45 -0.39 -2.34
C 0.8429 2.3642 -0.0191 1.73 7.51 2.99
C -0.0361 -0.9827 -0.3307 0.38 -4.09 0.94
N -0.6669 0.1334 0.0405 -4.12 3.48 1.21
N 1.2080 -1.0573 0.3521 1.88 0.45 -0.52
S -2.2440 0.4303 0.2224 2.42 -0.98 -0.42
H -0.2780 -3.1936 -0.4768 -0.18 0.99 -0.10
H -1.1346 -2.5450 0.7944 -1.03 0.36 1.36
H -1.6213 -2.2091 -0.9750 -1.07 -0.27 0.30
H 0.3424 3.1639 -0.5489 -0.14 0.12 -0.41
H 1.8403 2.8104 0.2726 -0.87 -0.67 -0.54
H 0.9158 1.5782 -0.5447 0.73 -5.55 -3.71
H 0.1793 -0.7828 -1.3673 0.11 -0.12 -1.06
H 0.3378 2.2589 0.8835 -0.92 -0.60 1.60
H 1.9180 -0.4051 0.0055 -0.28 -0.45 -0.16
H 1.2648 -0.9730 1.3474 -0.82 -0.15 0.62
H -1.9821 1.7056 0.5393 -0.27 0.36 0.22
```
Positions in Å, forces in eV/Å.

These are the Mulliken partial charges, in e, on atoms 1 to 2: -1.5127, -1.0559



# 6
DFT (ωB97M-V/def2-TZVPD) results for a structure of composition C3H11N2S at a distorted geometry.

Properties
- Max |F|: 4.4 eV/A
- HOMO level: -0.4825 Eh
- Total charge: +1
- LUMO: -3.546 eV

Structure (XYZ):
```
17
Properties=species:S:1:pos:R:3:forces:R:3
C 2.0250 -1.2171 -0.5036 1.41 1.09 1.92
C 1.2352 0.9809 0.3506 2.66 -2.40 -2.62
C -2.6397 0.2822 -0.2314 -0.09 -2.53 1.45
N -3.9237 0.4764 -0.0088 1.18 -1.60 -0.20
N 0.9845 -0.4872 0.3957 -0.27 0.28 -2.03
S -1.8570 -1.1993 0.1585 -1.54 1.35 -0.45
H 2.0167 -1.1261 -1.6187 -0.71 -0.08 1.24
H 3.0427 -0.7887 -0.0990 -1.81 -0.64 -1.09
H 1.9984 -2.1947 -0.0373 0.05 -0.65 -1.07
H 1.1903 1.3620 -0.6956 0.18 -0.59 0.70
H 2.2318 1.0258 0.7467 0.49 0.98 0.02
H 0.5888 1.5023 0.8932 -2.79 2.01 2.58
H -4.5127 -0.3174 0.1704 -0.08 -0.27 0.39
H -4.3768 1.2613 -0.3504 -0.86 1.87 -0.65
H -2.0921 1.1015 -0.5988 0.55 1.06 -0.45
H 1.2483 -0.9041 1.2626 0.06 0.35 1.23
H -0.1728 -0.6827 0.3594 1.56 -0.22 -0.98
```
Positions in Å, forces in eV/Å.

These are the Mulliken partial charges, in e, on atoms 1 to 2: -0.7598, -0.9454



Result set for ΔE to the lowest compared entry with this formula, charge and spin: 1.097 2.330 2.750 3.641 5.154 1.635 eV, one per record in the order listed.